ORCA calculation (ωB97M-V/def2-TZVPD) on C36H53NP2Pd as an isolated structure at a distorted geometry.

```
93
Properties=species:S:1:pos:R:3
Pd -2.252 0.798 0.395
C -0.210 2.155 2.044
C -1.510 1.448 2.296
C 0.296 0.227 3.187
C 0.838 1.327 2.459
C -1.094 0.296 3.171
C -0.047 3.590 1.737
H -0.984 4.067 1.423
H 0.724 3.741 0.969
H 0.299 4.141 2.634
C 2.290 1.564 2.334
H 2.495 2.366 1.619
H 2.794 0.651 1.977
H 2.767 1.834 3.292
C 1.148 -0.689 3.992
H 1.722 -0.136 4.756
H 1.882 -1.195 3.350
H 0.556 -1.457 4.504
C -1.937 -0.344 4.208
H -1.598 0.002 5.206
H -1.839 -1.441 4.205
H -3.002 -0.099 4.121
C -2.624 2.279 2.838
H -2.289 2.739 3.779
H -3.493 1.635 3.040
H -2.879 3.064 2.114
C -2.163 1.070 -4.416
C -2.634 2.270 -4.027
C -4.087 2.612 -3.876
C -4.910 1.507 -3.164
C -4.181 0.755 -2.081
C -3.609 -0.437 -2.324
C -3.475 -1.041 -3.705
C -3.014 -0.090 -4.844
H -4.554 2.799 -4.864
H -5.268 0.804 -3.929
H -4.164 3.553 -3.302
H -3.902 0.258 -5.399
H -1.082 0.932 -4.591
H -1.956 3.134 -4.001
H -2.405 -0.693 -5.545
H -2.773 -1.885 -3.662
H -3.355 -1.128 -1.514
H -4.439 -1.481 -4.006
H -5.803 1.982 -2.733
H -4.285 1.163 -1.059
P -0.445 1.415 -0.965
P -1.494 -1.406 0.248
C -0.592 -0.058 -2.069
C -0.719 -1.472 -1.429
H 0.268 -0.001 -2.749
H -1.512 0.143 -2.627
H -1.331 -2.152 -2.048
H 0.284 -1.925 -1.345
C -0.270 -2.237 1.278
H -0.643 -2.255 2.308
H 0.697 -1.722 1.242
H -0.150 -3.266 0.912
C -2.993 -2.358 0.600
H -2.983 -3.316 0.073
H -3.896 -1.784 0.361
H -2.980 -2.525 1.685
C 1.187 2.097 -1.290
H 1.476 2.825 -0.524
H 1.082 2.595 -2.267
H 1.927 1.289 -1.342
C -1.530 2.815 -1.424
H -1.825 3.390 -0.532
H -2.440 2.381 -1.859
H -1.012 3.463 -2.138
C 3.324 -0.914 -2.897
C 2.695 -2.003 -2.283
C 2.745 -2.158 -0.900
C 3.401 -1.196 -0.097
C 4.034 -0.100 -0.734
C 4.013 0.025 -2.116
N 3.403 -1.282 1.277
C 4.287 -2.045 1.962
C 4.784 -1.563 3.212
C 5.750 -2.270 3.910
C 6.220 -3.498 3.419
C 5.705 -4.019 2.223
C 4.752 -3.311 1.502
H 3.291 -0.809 -3.985
H 2.157 -2.742 -2.881
H 2.302 -3.018 -0.395
H 4.557 0.624 -0.101
H 4.515 0.869 -2.596
H 4.415 -0.593 3.561
H 6.145 -1.866 4.843
H 6.994 -4.046 3.959
H 6.056 -4.976 1.839
H 4.349 -3.691 0.564
```

Summary:
**Kohn-Sham gap (spin up / spin down)**: 7.3 / 5.4 eV
**Electronic energy**: -61720.378 eV
**Charge**: +2
**Spin multiplicity**: 5
**Energy relative to the best compared isomer or geometry (same formula, charge and spin)**: 17.67 kJ/mol


ORCA calculation (ωB97M-V/def2-TZVPD) on C36H54Cl2F6MnN3O5SSi4Te as an isolated structure at a distorted geometry.

```
113
Properties=species:S:1:pos:R:3
Mn -1.225 0.159 -0.051
O -5.557 -3.955 -3.501
C -5.602 -3.868 -2.084
C -4.513 -2.957 -1.593
C -4.387 -2.705 -0.236
C -3.372 -1.877 0.204
N -2.522 -1.298 -0.645
C -2.665 -1.494 -1.943
C -3.629 -2.337 -2.462
C -1.770 -0.648 -2.794
C -1.735 -0.740 -4.170
C -0.962 0.161 -4.897
C -0.889 0.069 -6.399
O -0.746 -1.267 -6.865
C -0.258 1.123 -4.199
C -0.322 1.125 -2.816
N -1.042 0.247 -2.135
H -6.336 -4.431 -3.802
H -5.466 -4.854 -1.630
H -6.565 -3.475 -1.744
H -5.073 -3.136 0.484
H -3.225 -1.652 1.252
H -3.724 -2.495 -3.525
H -2.300 -1.502 -4.688
H -0.071 0.697 -6.762
H -1.815 0.443 -6.838
H -0.147 -1.731 -6.270
H 0.354 1.854 -4.714
H 0.237 1.832 -2.224
Cl -0.961 -1.902 3.074
C -2.450 -1.931 3.970
C -2.752 -3.066 4.704
C -3.928 -3.122 5.437
C -4.778 -2.027 5.420
C -4.460 -0.906 4.670
Cl -5.601 0.414 4.714
C -3.291 -0.792 3.880
S -2.946 0.553 2.844
H -2.055 -3.895 4.701
H -4.177 -4.003 6.014
H -5.700 -2.033 5.987
O 0.719 3.679 0.624
C 0.085 2.704 1.254
O -0.116 1.618 0.771
C -0.332 2.998 2.675
N 0.066 4.371 3.049
C 1.102 4.246 4.096
C 0.783 2.939 4.809
C 0.376 2.028 3.651
H -1.414 2.860 2.718
H -0.736 4.877 3.397
H 0.671 4.433 1.265
H 1.108 5.130 4.733
H 2.082 4.172 3.613
H -0.062 3.083 5.487
H 1.623 2.544 5.383
H -0.297 1.218 3.926
H 1.257 1.586 3.180
C 3.759 -4.090 0.352
Si 3.947 -2.815 -1.008
C 5.777 -2.707 -1.437
C 3.064 -3.436 -2.538
Si 2.965 -0.834 -0.274
Te 0.612 -1.614 -0.047
Si 3.829 -0.302 1.824
C 5.645 -0.788 1.957
C 2.893 -1.183 3.176
C 3.731 1.549 2.146
Si 3.693 0.840 -1.719
C 5.560 0.987 -1.479
C 3.418 0.312 -3.503
C 3.072 2.589 -1.470
H 3.956 -5.099 -0.024
H 2.742 -4.061 0.754
H 4.452 -3.889 1.176
H 6.166 -3.703 -1.673
H 6.363 -2.303 -0.606
H 5.945 -2.067 -2.308
H 3.361 -4.465 -2.768
H 3.294 -2.809 -3.405
H 1.983 -3.409 -2.380
H 5.762 -1.872 1.858
H 6.064 -0.490 2.925
H 6.240 -0.317 1.169
H 3.034 -2.266 3.103
H 1.818 -0.997 3.093
H 3.236 -0.851 4.162
H 4.453 2.096 1.531
H 3.938 1.770 3.199
H 2.736 1.936 1.899
H 6.057 0.015 -1.497
H 5.789 1.460 -0.518
H 5.996 1.608 -2.271
H 4.086 -0.520 -3.748
H 3.628 1.135 -4.196
H 2.390 -0.028 -3.672
H 3.502 3.003 -0.553
H 1.993 2.681 -1.365
H 3.396 3.208 -2.313
C -4.635 2.705 0.435
C -3.511 2.404 -0.566
O -2.723 1.418 -0.142
C -2.684 3.714 -0.786
F -2.454 4.330 0.395
F -1.482 3.472 -1.321
F -3.282 4.625 -1.579
C -4.178 2.039 -1.927
F -3.304 2.049 -2.959
F -4.683 0.796 -1.873
F -5.195 2.847 -2.281
H -4.197 2.731 1.429
H -5.352 1.885 0.414
H -5.150 3.644 0.217
```

Summary:
**Kohn-Sham gap (spin up / spin down)**: 6.1 / 6.0 eV
**Electronic energy**: -175233.221 eV
**Charge**: -1
**Spin multiplicity**: 2
**Energy relative to the best compared isomer or geometry (same formula, charge and spin)**: 54.46 kJ/mol


Please write out number 1 again, unchanged.
ORCA calculation (ωB97M-V/def2-TZVPD) on C36H53NP2Pd as an isolated structure at a distorted geometry.

```
93
Properties=species:S:1:pos:R:3
Pd -2.252 0.798 0.395
C -0.210 2.155 2.044
C -1.510 1.448 2.296
C 0.296 0.227 3.187
C 0.838 1.327 2.459
C -1.094 0.296 3.171
C -0.047 3.590 1.737
H -0.984 4.067 1.423
H 0.724 3.741 0.969
H 0.299 4.141 2.634
C 2.290 1.564 2.334
H 2.495 2.366 1.619
H 2.794 0.651 1.977
H 2.767 1.834 3.292
C 1.148 -0.689 3.992
H 1.722 -0.136 4.756
H 1.882 -1.195 3.350
H 0.556 -1.457 4.504
C -1.937 -0.344 4.208
H -1.598 0.002 5.206
H -1.839 -1.441 4.205
H -3.002 -0.099 4.121
C -2.624 2.279 2.838
H -2.289 2.739 3.779
H -3.493 1.635 3.040
H -2.879 3.064 2.114
C -2.163 1.070 -4.416
C -2.634 2.270 -4.027
C -4.087 2.612 -3.876
C -4.910 1.507 -3.164
C -4.181 0.755 -2.081
C -3.609 -0.437 -2.324
C -3.475 -1.041 -3.705
C -3.014 -0.090 -4.844
H -4.554 2.799 -4.864
H -5.268 0.804 -3.929
H -4.164 3.553 -3.302
H -3.902 0.258 -5.399
H -1.082 0.932 -4.591
H -1.956 3.134 -4.001
H -2.405 -0.693 -5.545
H -2.773 -1.885 -3.662
H -3.355 -1.128 -1.514
H -4.439 -1.481 -4.006
H -5.803 1.982 -2.733
H -4.285 1.163 -1.059
P -0.445 1.415 -0.965
P -1.494 -1.406 0.248
C -0.592 -0.058 -2.069
C -0.719 -1.472 -1.429
H 0.268 -0.001 -2.749
H -1.512 0.143 -2.627
H -1.331 -2.152 -2.048
H 0.284 -1.925 -1.345
C -0.270 -2.237 1.278
H -0.643 -2.255 2.308
H 0.697 -1.722 1.242
H -0.150 -3.266 0.912
C -2.993 -2.358 0.600
H -2.983 -3.316 0.073
H -3.896 -1.784 0.361
H -2.980 -2.525 1.685
C 1.187 2.097 -1.290
H 1.476 2.825 -0.524
H 1.082 2.595 -2.267
H 1.927 1.289 -1.342
C -1.530 2.815 -1.424
H -1.825 3.390 -0.532
H -2.440 2.381 -1.859
H -1.012 3.463 -2.138
C 3.324 -0.914 -2.897
C 2.695 -2.003 -2.283
C 2.745 -2.158 -0.900
C 3.401 -1.196 -0.097
C 4.034 -0.100 -0.734
C 4.013 0.025 -2.116
N 3.403 -1.282 1.277
C 4.287 -2.045 1.962
C 4.784 -1.563 3.212
C 5.750 -2.270 3.910
C 6.220 -3.498 3.419
C 5.705 -4.019 2.223
C 4.752 -3.311 1.502
H 3.291 -0.809 -3.985
H 2.157 -2.742 -2.881
H 2.302 -3.018 -0.395
H 4.557 0.624 -0.101
H 4.515 0.869 -2.596
H 4.415 -0.593 3.561
H 6.145 -1.866 4.843
H 6.994 -4.046 3.959
H 6.056 -4.976 1.839
H 4.349 -3.691 0.564
```

Summary:
**Kohn-Sham gap (spin up / spin down)**: 7.3 / 5.4 eV
**Electronic energy**: -61720.378 eV
**Charge**: +2
**Spin multiplicity**: 5
**Energy relative to the best compared isomer or geometry (same formula, charge and spin)**: 17.67 kJ/mol


- Which of these has the lowest energy relative to the best compared isomer or geometry (same formula, charge and spin)?
  C36H53NP2Pd